96
Properties=species:S:1:pos:R:3:forces:R:3:mulliken_charge:R:1 method="wB97M-V/def2-TZVPD" relative_energy_kcal_mol=724.37 gap_ev=7.72
C -2.6322 3.5123 -0.3219 0.4 1.1 0.7 -0.460
C -1.2382 4.0700 -0.5814 0.0 0.1 -0.2 -0.768
C -0.3659 2.8816 -0.1828 -3.5 2.5 -2.3 -0.092
O -1.1227 2.1290 0.7666 -3.9 3.6 -0.4 -0.495
C -2.3350 2.8368 0.9797 -1.4 -0.9 0.2 -0.469
H -2.9159 2.7293 -1.0252 0.2 0.1 -0.3 -0.054
H -3.4485 4.2316 -0.2554 0.1 0.1 0.0 0.465
H -0.9242 4.8934 0.0601 -0.7 0.4 0.0 0.379
H -1.0996 4.3602 -1.6229 0.3 0.0 0.0 0.395
H 0.6360 3.2542 0.0304 -0.8 -0.2 1.1 -0.163
H -0.2756 2.2768 -1.0851 -2.2 1.0 1.9 0.371
H -2.1669 3.4447 1.8688 -0.5 0.5 -0.1 0.264
H -3.1246 2.1000 1.1274 0.1 0.0 0.6 0.315
C 4.7581 -0.3430 0.3236 -0.4 0.0 -1.1 0.619
C 5.2227 -0.4039 1.7459 1.7 -0.3 0.3 -0.993
C 4.2028 -1.2296 2.4656 -1.2 1.0 0.2 -0.547
O 3.2421 -1.6308 1.4978 0.3 -0.9 0.2 -0.302
C 3.2916 -0.8401 0.2966 2.3 -1.3 4.5 0.182
H 5.3118 -1.0482 -0.2962 0.3 0.3 -0.1 0.452
H 4.8441 0.6779 -0.0485 0.8 -1.0 0.2 -0.557
H 5.4732 0.5731 2.1593 -0.6 0.1 0.2 0.331
H 6.1742 -0.9302 1.8212 0.2 0.0 -0.3 0.315
H 3.6442 -0.6093 3.1665 0.2 0.2 0.6 0.430
H 4.6425 -2.0523 3.0293 -0.2 -0.3 -0.3 0.371
H 2.5787 -0.0178 0.3580 0.8 -0.6 1.2 -0.509
H 3.0666 -1.3850 -0.6203 0.9 -2.3 3.0 0.672
C -1.1981 0.1979 -5.2301 1.8 -0.1 -0.4 -0.946
C -2.4749 0.7827 -4.7058 0.7 -0.4 0.5 -0.448
C -2.9979 -0.3435 -3.8244 2.0 3.4 -3.9 -0.159
O -1.8522 -1.2445 -3.5230 -2.6 1.4 -0.9 -0.406
C -0.6813 -0.6795 -4.0561 -3.5 -1.4 -3.0 0.385
H -0.4478 0.9169 -5.5590 0.1 0.3 0.2 0.359
H -1.3058 -0.4246 -6.1183 -0.6 -0.2 0.0 0.368
H -3.2135 1.0833 -5.4489 0.1 0.1 0.0 0.464
H -2.3064 1.5618 -3.9625 0.4 0.7 -0.6 -0.020
H -3.7886 -0.8587 -4.3698 0.6 0.5 -1.1 0.231
H -3.4703 0.1145 -2.9554 1.1 1.9 -0.8 0.114
H -0.1088 -1.5446 -4.3908 0.6 0.2 -0.2 0.157
H -0.2288 -0.1168 -3.2396 -4.4 -2.3 -2.9 -0.472
C -2.5588 0.3084 2.9073 0.8 1.7 0.6 -0.313
C -2.8133 -0.6083 1.7952 -2.0 -0.3 -0.6 -0.029
C -3.2316 -1.9313 2.5179 1.3 2.4 0.2 -0.706
O -2.3813 -1.8272 3.7562 -4.7 -0.2 -1.0 -0.568
C -1.7968 -0.5375 3.9113 -1.5 0.5 -1.2 -0.165
H -3.4678 0.7721 3.2904 0.1 0.0 0.4 0.408
H -1.8924 1.0716 2.5054 -0.2 0.3 0.6 -0.200
H -1.8824 -0.5556 1.2306 -2.8 -0.4 0.9 -0.041
H -3.5936 -0.2729 1.1120 -0.2 0.1 0.1 0.814
H -2.9603 -2.7719 1.8793 -0.3 -0.3 0.6 0.314
H -4.2897 -1.9450 2.7795 0.1 0.0 0.0 0.400
H -0.7654 -0.7738 3.6497 -0.1 2.1 0.2 -0.147
H -1.9002 -0.0932 4.9013 0.1 -0.6 0.3 0.602
C 0.6903 -2.8734 4.5591 0.0 -0.1 -0.1 -0.626
C 1.6744 -2.5218 3.4658 2.1 -0.1 2.3 0.186
O 1.1622 -3.0340 2.3020 -3.2 -1.1 -1.8 -0.405
S -0.4979 -3.0166 2.3655 1.4 -1.9 3.3 1.436
O -1.0364 -4.3508 2.2229 1.0 2.0 0.0 -0.740
O -0.9206 -1.9462 1.4909 -3.5 -13.0 6.9 -0.698
O -0.5201 -2.4558 3.9463 2.9 -3.9 -1.4 -0.298
H 0.7560 -2.3862 5.5320 0.2 0.5 -0.3 0.381
H 0.5839 -3.9342 4.7863 0.5 -0.3 -0.2 0.295
H 2.6185 -3.0375 3.6419 0.1 0.1 -0.1 0.450
H 1.8900 -1.4600 3.3465 -0.4 0.0 0.3 -0.233
C 0.5802 0.8538 0.8123 1.9 -3.2 2.0 -0.011
C -0.2809 -0.3154 0.4709 2.2 6.9 -3.3 0.237
O 0.3559 -0.8717 -0.6879 10.3 6.8 1.8 -0.694
S 1.2948 0.1573 -1.5603 1.4 0.4 2.4 1.201
O 0.7240 0.3580 -2.8844 7.4 3.7 5.8 -0.429
O 2.6650 -0.3359 -1.4756 -3.8 3.8 -7.6 -0.924
O 1.0162 1.3641 -0.4131 3.5 -5.2 0.4 -0.839
H 1.3986 0.5621 1.4706 0.5 -0.2 -0.2 -0.466
H -0.0511 1.5631 1.3475 1.9 -0.8 0.6 1.042
H -1.2692 -0.0179 0.1203 1.0 0.8 -0.5 0.715
H -0.4719 -1.0911 1.2125 4.3 5.6 -1.5 -0.098
C 3.8585 2.2725 -1.1096 0.2 0.3 2.4 0.160
C 3.0391 3.2349 -0.1723 0.8 -1.6 0.1 0.338
O 2.5394 4.2175 -1.0508 -1.1 0.4 -1.2 -0.558
S 2.0069 3.3704 -2.3787 -0.6 2.6 -1.0 1.028
O 1.8440 4.2866 -3.5238 1.1 -2.4 3.0 -0.658
O 0.8841 2.5433 -1.9899 4.1 4.4 -5.9 -0.053
O 3.3443 2.5051 -2.3716 -0.6 -0.1 -2.7 -0.503
H 3.7613 1.2326 -0.7978 -0.9 0.9 -0.7 -0.266
H 4.9363 2.4286 -1.0640 0.0 0.7 -0.5 0.660
H 3.6374 3.6125 0.6569 -0.1 0.6 -0.4 0.627
H 2.2012 2.6438 0.1974 0.7 0.5 0.4 -0.585
C -1.3380 -3.2895 -2.0088 0.9 0.7 0.3 -0.421
C -1.0247 -2.1723 -1.0179 -3.2 -5.2 -3.6 0.738
O -2.1918 -1.4147 -0.8504 -4.1 -0.6 -0.3 0.100
S -3.5387 -2.1249 -1.5583 -1.5 -2.4 2.0 1.354
O -3.9000 -1.3889 -2.7709 -4.2 -8.0 8.0 -0.534
O -4.6610 -2.4509 -0.6005 3.7 1.1 -2.3 -0.712
O -2.7220 -3.5210 -1.8782 -2.1 0.7 0.1 -0.500
H -0.7638 -4.1865 -1.7769 -0.4 -0.2 -0.1 0.440
H -1.1349 -2.8559 -2.9880 0.0 -1.1 0.1 0.291
H -0.3963 -1.3860 -1.4362 -3.2 -4.0 -2.7 0.074
H -0.5746 -2.5277 -0.0909 -0.8 -0.3 -1.5 -0.650

---

96
Properties=species:S:1:pos:R:3:forces:R:3:mulliken_charge:R:1 method="wB97M-V/def2-TZVPD" relative_energy_kcal_mol=35.89 gap_ev=10.98
C 2.2655 3.1068 -3.3157 0.0 0.3 0.6 -0.343
O 3.2498 3.0782 -4.3541 0.0 -0.2 -0.1 -0.383
C 2.7251 3.2268 -5.5613 -0.3 0.6 -0.4 0.801
O 1.5534 3.3375 -5.8105 -0.3 -0.1 -0.1 -0.589
O 3.6951 3.3078 -6.4608 0.8 0.2 0.5 -0.357
C 3.4242 3.9105 -7.7115 0.4 0.0 -0.9 -0.671
H 1.5615 3.9191 -3.4844 -0.1 -0.1 0.0 0.345
H 2.8032 3.3119 -2.3949 0.1 -0.2 0.0 0.198
H 1.7347 2.1600 -3.2346 0.0 0.0 -0.1 0.084
H 3.0096 4.9192 -7.6986 -0.5 -0.2 0.6 0.313
H 2.8270 3.2443 -8.3298 -0.1 0.1 0.0 0.291
H 4.4061 4.0574 -8.1622 0.0 -0.4 -0.1 0.246
C -1.5814 -3.9835 -3.0241 0.2 0.8 -0.3 -0.578
O -1.1234 -4.4341 -1.7564 1.1 -0.7 -0.6 -0.305
C -1.8611 -4.2283 -0.6894 -1.4 0.4 0.1 0.918
O -2.9365 -3.6745 -0.6978 0.3 -0.2 0.4 -0.610
O -1.2390 -4.7503 0.3619 0.7 -0.5 -0.6 -0.268
C -1.9615 -4.9794 1.5493 -0.9 0.2 0.6 -0.635
H -2.6553 -4.0691 -3.1515 -0.1 0.0 0.2 0.350
H -1.0674 -4.5233 -3.8156 0.1 -0.4 0.3 0.275
H -1.2556 -2.9490 -3.1440 -0.4 0.2 0.0 0.120
H -1.3860 -5.6629 2.1688 0.3 0.3 -0.1 0.251
H -2.9362 -5.4483 1.3916 0.1 0.1 -0.4 0.341
H -2.1308 -4.0279 2.0549 0.0 -0.2 0.2 0.244
C 5.4902 -6.3048 -2.0485 0.7 0.9 0.8 -0.668
O 4.3980 -5.6588 -1.3814 -0.4 -1.2 0.3 -0.343
C 4.0678 -4.4574 -1.8046 0.3 0.3 -0.6 0.727
O 4.6983 -3.8142 -2.6003 0.1 0.4 -0.2 -0.571
O 2.9296 -4.1108 -1.2315 -0.4 -0.4 1.1 -0.178
C 2.3445 -2.8785 -1.5515 -0.1 1.5 -1.5 -0.466
H 6.3913 -5.8967 -1.5866 0.2 0.0 -0.4 0.289
H 5.4898 -6.0762 -3.1086 -0.1 -0.2 -0.1 0.317
H 5.4831 -7.3595 -1.7982 -0.5 -0.1 -0.2 0.228
H 1.2606 -2.9629 -1.5182 0.1 -0.4 0.1 -0.050
H 2.6554 -2.5879 -2.5622 -0.2 -0.2 0.0 0.359
H 2.6231 -1.9995 -0.9632 0.3 -0.6 0.7 0.327
C 0.2710 -2.8568 2.8784 -0.1 0.6 -0.9 -0.261
O -0.4320 -3.1742 4.0800 0.0 -0.6 -0.4 -0.341
C -1.3803 -2.3403 4.4872 0.9 1.4 0.6 0.830
O -1.4824 -1.1753 4.1739 -0.4 -0.5 -0.4 -0.414
O -2.0633 -2.9434 5.4434 -0.1 -0.7 0.0 -0.405
C -3.1811 -2.3117 6.0413 -0.6 0.0 0.1 -0.638
H -0.3817 -2.8987 2.0073 -0.2 -0.2 0.1 -0.006
H 1.0516 -3.5911 2.7147 0.0 -0.1 0.4 0.271
H 0.6693 -1.8463 2.8194 0.1 0.0 0.6 0.142
H -3.6904 -3.1260 6.5513 -0.1 0.1 0.1 0.284
H -3.8598 -1.8719 5.3113 0.2 0.0 -0.2 0.329
H -2.9253 -1.5476 6.7729 0.4 0.0 -0.1 0.214
C -0.0721 1.3312 2.6574 1.5 1.3 0.8 0.232
O -0.9001 1.0805 1.5441 0.1 -0.3 0.4 -0.496
C -0.4279 0.2386 0.6404 -0.5 0.0 -0.6 1.043
O 0.5328 -0.4730 0.6987 0.8 -0.2 0.4 -0.603
O -1.2429 0.3092 -0.3983 -1.2 0.3 -0.6 -0.407
C -0.8073 -0.2492 -1.6331 0.9 -0.6 0.6 0.217
H 0.6021 2.1580 2.4166 -0.2 0.1 -0.2 -0.366
H 0.6237 0.5643 2.9939 -0.7 -0.7 -0.3 0.229
H -0.6489 1.7052 3.4950 -0.4 -0.3 -0.2 0.059
H 0.0576 0.3406 -1.9412 -0.2 0.0 -0.5 0.012
H -1.6196 -0.2483 -2.3498 -0.1 0.4 0.2 0.183
H -0.4734 -1.2793 -1.4838 0.0 0.0 0.1 -0.194
C -0.2724 0.4068 -5.3732 0.8 0.8 0.6 -0.129
O -1.6164 0.7639 -5.6439 -0.8 -0.6 -0.3 -0.372
C -2.3580 1.3692 -4.7310 0.5 0.2 1.3 0.795
O -1.9551 1.8624 -3.6959 0.0 -0.4 -0.6 -0.422
O -3.6263 1.3156 -5.1022 -0.3 -0.3 -0.8 -0.387
C -4.6534 1.6418 -4.1700 0.4 0.6 0.4 -0.535
H 0.3157 1.3244 -5.3035 0.2 -0.1 -0.5 0.094
H 0.0227 -0.2582 -6.1769 0.1 0.2 -0.1 0.313
H -0.0754 -0.0839 -4.4150 -0.7 -0.2 0.0 -0.022
H -5.4064 2.2198 -4.6977 -0.1 -0.2 -0.1 0.262
H -4.2501 2.2651 -3.3734 0.0 -0.1 0.1 0.186
H -5.0634 0.7274 -3.7489 -0.1 0.0 -0.1 0.265
C 2.5085 3.7121 0.8510 -0.5 0.5 -0.1 -0.784
O 1.4611 3.3702 -0.0618 0.4 0.0 -0.8 -0.047
C 0.2311 3.8405 0.0997 -0.4 0.8 0.9 0.707
O -0.2276 4.2521 1.1364 0.1 -0.1 0.0 -0.608
O -0.3748 3.8254 -1.0671 0.3 -1.0 -1.3 -0.205
C -1.8005 3.7787 -1.1424 -0.4 0.7 1.1 -0.439
H 2.2449 3.3460 1.8415 0.6 -0.4 -0.1 0.288
H 2.6616 4.7899 0.9588 -0.4 0.0 -0.3 0.341
H 3.3769 3.3217 0.3257 0.2 -0.4 0.8 0.200
H -2.1425 3.3962 -2.0990 0.6 0.1 -0.1 -0.016
H -2.1425 4.8009 -0.9717 -0.3 -0.1 -0.1 0.379
H -2.1873 3.1328 -0.3528 0.0 0.0 0.0 0.237
C -0.3587 4.1016 9.4692 0.4 0.4 0.9 -0.666
O -0.9619 3.7633 8.2389 -0.2 0.5 -0.2 -0.323
C -0.8319 2.5272 7.7933 0.1 -0.4 -0.1 0.806
O -0.1337 1.6729 8.2569 0.4 -0.4 0.5 -0.576
O -1.6043 2.3884 6.7275 -0.5 0.3 -0.2 -0.319
C -1.8030 1.0744 6.2209 0.4 -0.7 0.1 -0.516
H 0.4784 4.7899 9.3385 -0.1 0.0 -0.4 0.247
H 0.0394 3.2559 10.0286 -0.3 -0.2 -0.3 0.344
H -1.1265 4.6109 10.0506 0.1 -0.1 0.1 0.238
H -1.7847 1.1429 5.1423 -0.3 -0.1 0.0 0.108
H -2.7247 0.6411 6.6083 -0.3 0.4 -0.2 0.234
H -1.0310 0.3744 6.5432 0.3 0.4 -0.1 0.404